No. 1
Here is C5H8O as an isolated structure at a distorted geometry from the Open Molecules 2025 dataset. Energies are from the ωB97M-V functional and the def2-TZVPD basis.

The HOMO energy comes out at -8.60 eV. As for the energy above the lowest of the compared OMol25 structures with the same formula, charge and spin: 76.9 kcal/mol. The calculation puts the total energy at -270.43530 hartree. The calculation puts the HOMO-LUMO gap at 9.3 eV.

Geometry as ORCA input:
```
! wB97M-V def2-TZVPD RIJCOSX def2/J DEFGRID3
* xyz 0 1
O -0.3697 0.2271 -2.1849
C 0.2427 0.6997 -1.2290
C -1.7108 0.0064 0.2166
C 0.7587 -0.0834 1.1542
C 1.3328 -0.5770 -0.1152
C -0.2230 0.3649 0.1297
H 1.3149 0.6774 1.6785
H 1.0393 1.4632 -1.3412
H -1.9278 -1.0437 0.4099
H -2.1381 0.5790 1.0604
H 2.3064 -0.1381 -0.3907
H 0.3787 -0.8878 1.7851
H -2.2306 0.3039 -0.7007
H 1.2264 -1.5916 -0.4727
*
```

Atom charges from the natural (NBO) analysis, given in e for atoms 1 to 8: number 1, O, carries -0.652; number 2, C, carries 0.300; number 3, C, carries -0.641; number 4, C, carries -0.460; number 5, C, carries -0.331; number 6, C, carries 0.022; number 7, H, carries 0.223; number 8, H, carries 0.137

No. 2
Here is a 2-piece molecular cluster, C4H9S overall at a distorted geometry from the Open Molecules 2025 dataset. Energies are from the ωB97M-V functional and the def2-TZVPD basis.

The HOMO energy comes out at -2.23 eV. As for the energy above the lowest of the compared OMol25 structures with the same formula, charge and spin: 16.5 kcal/mol. The calculation puts the total energy at -555.97804 hartree. The calculation puts the HOMO-LUMO gap at 6.4 eV.

Geometry as ORCA input:
```
! wB97M-V def2-TZVPD RIJCOSX def2/J DEFGRID3
* xyz -1 1
S -1.5696 -0.5306 0.2918
C -2.9993 -1.1756 1.2808
C 0.9607 1.4680 -1.0111
C 2.1707 0.6947 -0.5911
C 2.1214 -0.5844 -0.2221
H 3.0534 -1.1150 -0.0373
H 1.0037 2.5034 -0.6621
H 0.0407 1.0104 -0.5955
H 0.8135 1.4865 -2.0943
H 3.1368 1.1971 -0.6437
H -3.2183 -0.5232 2.1266
H 1.1840 -1.0908 -0.0029
H -3.8082 -1.1285 0.5523
H -2.8894 -2.2118 1.6087
*
```

Atom charges from the natural (NBO) analysis, given in e for atoms 1 to 8: number 1, S, carries -0.762; number 2, C, carries -0.732; number 3, C, carries -0.676; number 4, C, carries -0.182; number 5, C, carries -0.413; number 6, H, carries 0.166; number 7, H, carries 0.189; number 8, H, carries 0.280

No. 3
Here is C17H22N5O5ScSe6 as an isolated structure from the Open Molecules 2025 dataset. Energies are from the ωB97M-V functional and the def2-TZVPD basis.

The HOMO energy comes out at -0.76 eV. As for the energy above the lowest of the compared OMol25 structures with the same formula, charge and spin: 20.3 kcal/mol. The calculation puts the total energy at -16480.46545 hartree. The calculation puts the HOMO-LUMO gap at 4.7 eV.

Geometry as ORCA input:
```
! wB97M-V def2-TZVPD RIJCOSX def2/J DEFGRID3
* xyz -2 1
Se 5.0013 -3.2400 2.3052
Se 3.0231 -3.3195 1.1195
Se -0.1899 -2.9483 0.0325
Se 3.1991 -1.5753 -0.6328
Se 5.1060 -0.3651 -0.1648
Se 0.5136 0.3248 -1.7854
Sc 1.0114 -0.6878 0.9249
O -0.6040 -3.3495 -4.7827
O -3.4453 -1.9567 -1.8933
O -0.7082 -0.4914 4.6224
O 0.3900 0.6675 3.1614
O 0.0182 -1.4163 2.8023
N -0.1057 -0.3959 3.5693
N 2.7628 -1.0946 3.7189
N -1.0697 0.4507 0.9704
N 2.8280 -0.4109 2.4424
N 1.3594 1.6095 0.6882
C -2.1699 2.5944 0.8767
C 0.1484 -1.2022 -2.9592
C -1.0225 1.7945 0.8571
C -1.1116 -2.0554 -2.7159
C -3.4085 1.9497 1.0412
C 0.2693 2.4096 0.6937
C -3.4425 0.5900 1.1819
C -0.8410 4.5893 0.5427
C -2.0482 4.0146 0.7180
C -1.5876 -2.5995 -4.0740
C 1.6289 4.3470 0.3071
C 2.5433 2.1442 0.4592
C 0.3544 3.7964 0.5191
C -0.8060 -3.2430 -1.8112
C -2.2382 -0.1280 1.1453
C -2.2452 -1.2109 -2.1398
C 2.7187 3.5211 0.2639
H -2.9521 4.6127 0.7343
H 2.9259 0.5742 2.6635
H -4.3729 0.0544 1.3084
H -1.9230 -1.7500 -4.6867
H -1.8915 -0.7492 -1.2225
H -2.5116 -0.4089 -2.8315
H -1.7035 -3.8580 -1.7082
H -3.2346 -2.5747 -1.1837
H 3.6441 -1.6093 3.7901
H -2.2095 -1.2092 1.2363
H 1.7283 5.4174 0.1629
H 3.3948 1.4623 0.4019
H -0.7492 5.6611 0.4100
H 3.7144 3.8990 0.0775
H 0.1033 -0.7729 -3.9658
H 3.6949 -0.6891 1.9676
H 1.0304 -1.8477 -2.9106
H -2.4376 -3.2683 -3.9335
H -4.3183 2.5394 1.0535
H 2.0681 -1.8251 3.6062
H -0.0695 -3.8791 -2.3021
H 0.2371 -2.8917 -4.6718
*
```

Atom charges from the natural (NBO) analysis, given in e for atoms 1 to 8: number 1, Se, carries -0.673; number 2, Se, carries -0.082; number 3, Se, carries -0.350; number 4, Se, carries -0.078; number 5, Se, carries -0.617; number 6, Se, carries -0.381; number 7, Sc, carries 1.175; number 8, O, carries -0.739

No. 4
Here is a 2-piece molecular cluster, C3H8 overall at a distorted geometry from the Open Molecules 2025 dataset. Energies are from the ωB97M-V functional and the def2-TZVPD basis.

The HOMO energy comes out at -9.11 eV. As for the energy above the lowest of the compared OMol25 structures with the same formula, charge and spin: 81.2 kcal/mol. The calculation puts the total energy at -118.96607 hartree. The calculation puts the HOMO-LUMO gap at 10.0 eV.

Geometry as ORCA input:
```
! wB97M-V def2-TZVPD RIJCOSX def2/J DEFGRID3
* xyz 0 1
C -0.9645 0.5421 -0.6809
C 0.9641 -0.0490 0.9228
C -0.1207 -0.5406 -0.1116
H -1.1986 0.5767 -1.6515
H -0.8841 1.5547 -0.3059
H -0.6500 -1.5094 -0.0280
H 0.4123 0.3818 1.8618
H 1.6780 0.7110 0.4209
H 1.5957 -0.9044 1.1173
H -2.0061 0.3433 -0.3638
H 1.1739 -1.1061 -1.1812
*
```

Atom charges from the natural (NBO) analysis, given in e for atoms 1 to 8: number 1, C, carries -0.684; number 2, C, carries -0.645; number 3, C, carries -0.191; number 4, H, carries 0.231; number 5, H, carries 0.216; number 6, H, carries 0.212; number 7, H, carries 0.197; number 8, H, carries 0.222